(1)
C26H27HfN12O2S3 | wB97M-V/def2-TZVPD

## Properties
LUMO, Ha: -0.10408
Total charge: +1
Relative energy (zero: lowest compared OMol25 entry of this formula, charge and spin), kJ/mol: 31.2
E_tot, eV: -83191.089

```
71
C26H27HfN12O2S3 (wB97M-V/def2-TZVPD)
Hf 0.19 0.07 -0.70
O 0.43 -2.86 -3.75
C 0.39 -1.86 -3.08
N -0.36 -1.63 -1.93
C -1.32 -2.54 -1.54
O -1.75 -3.49 -2.16
C -1.95 -2.20 -0.21
C -2.70 -3.16 0.45
C -3.35 -2.79 1.61
C -3.24 -1.47 2.05
C -2.43 -0.60 1.36
N -1.76 -0.96 0.26
C 1.20 -0.65 -3.51
C 2.00 -0.74 -4.63
C 2.65 0.40 -5.07
C 2.45 1.60 -4.39
C 1.67 1.60 -3.25
N 1.07 0.48 -2.80
H -2.76 -4.15 0.02
H -3.94 -3.51 2.17
H -3.75 -1.14 2.94
H -2.26 0.41 1.72
H 2.08 -1.69 -5.13
H 3.28 0.37 -5.94
H 2.91 2.52 -4.71
H 1.52 2.50 -2.68
S 2.21 -1.52 -0.36
C 1.29 -2.36 0.90
C 1.20 -3.75 0.88
C 0.49 -4.43 1.86
C 0.37 -5.87 1.79
N 0.27 -7.02 1.73
C -0.13 -3.72 2.89
C -0.04 -2.34 2.92
C 0.65 -1.63 1.93
S 0.60 0.13 1.88
C -0.95 -4.38 3.88
N -1.62 -4.85 4.68
H 1.66 -4.31 0.08
H -0.53 -1.79 3.71
C -0.74 3.98 1.92
N -1.73 3.80 0.86
C -2.88 4.70 0.83
C -1.53 2.85 -0.07
N -0.41 2.20 -0.21
N -2.61 2.58 -0.89
C -2.60 1.69 -1.95
N -3.65 1.85 -2.80
N -1.70 0.78 -2.06
H -1.22 4.46 2.76
H 0.10 4.60 1.59
H -0.37 3.01 2.26
H -3.78 4.24 1.25
H -3.08 5.06 -0.18
H -2.65 5.58 1.43
H 0.34 2.60 0.35
H -3.47 3.06 -0.70
H -4.23 2.66 -2.77
H -3.78 1.20 -3.55
H -1.81 0.21 -2.89
C 4.76 0.02 2.42
N 4.00 0.42 1.25
C 3.62 1.65 0.99
N 4.05 2.64 1.79
S 2.60 2.03 -0.34
H 4.98 -1.04 2.33
H 4.20 0.19 3.34
H 5.71 0.55 2.47
H 3.56 -0.30 0.68
H 4.75 2.48 2.49
H 3.84 3.58 1.52
```

=====

(2)
C26H27IN4O3SYb | wB97M-V/def2-TZVPD

## Properties
LUMO (spin up / spin down), Ha: -0.13500 / -0.13499
Multiplicity: 2
Total charge: +1
E_tot, eV: -89966.233

```
63
C26H27IN4O3SYb (wB97M-V/def2-TZVPD)
Yb -0.60 -0.25 0.12
C -2.65 -0.86 3.31
C -3.03 0.35 2.52
N -4.28 0.75 2.53
C -4.65 1.82 1.83
C -3.80 2.52 1.00
C -4.32 3.66 0.15
O -3.62 4.86 0.39
C -2.46 2.09 0.90
C -1.55 2.67 -0.06
N -0.62 1.96 -0.62
C 0.20 2.47 -1.63
C -0.25 3.43 -2.54
C 0.54 3.85 -3.59
C 1.81 3.33 -3.76
C 2.29 2.37 -2.89
C 1.48 1.94 -1.85
I 2.23 0.38 -0.52
C -2.03 1.01 1.74
O -0.79 0.62 1.81
H -3.54 -1.38 3.64
H -2.07 -0.57 4.18
H -2.02 -1.52 2.70
H -5.70 2.08 1.93
H -5.39 3.78 0.33
H -4.17 3.42 -0.91
H -3.88 5.19 1.26
H -1.68 3.72 -0.30
H -1.25 3.82 -2.43
H 0.16 4.59 -4.28
H 2.44 3.65 -4.58
H 3.28 1.95 -3.01
C -6.21 -0.99 -1.85
C -5.62 -0.99 -0.44
N -4.70 -2.09 -0.21
C -5.24 -3.39 0.16
C -5.43 -4.27 -1.07
C -3.39 -1.97 -0.43
S -2.80 -0.52 -1.18
N -2.65 -3.05 -0.22
C -1.36 -3.17 -0.01
O -0.58 -2.20 0.30
C -0.81 -4.53 -0.05
C 0.57 -4.69 0.02
C 1.12 -5.96 0.03
C 0.29 -7.07 -0.02
C -1.09 -6.92 -0.11
C -1.64 -5.65 -0.13
H -6.72 -0.05 -2.03
H -6.92 -1.80 -1.98
H -5.41 -1.09 -2.59
H -6.42 -1.06 0.30
H -5.08 -0.06 -0.28
H -6.20 -3.23 0.66
H -4.54 -3.86 0.85
H -6.13 -3.84 -1.77
H -5.80 -5.25 -0.77
H -4.48 -4.40 -1.58
H 1.21 -3.82 0.07
H 2.19 -6.09 0.09
H 0.72 -8.06 0.02
H -1.73 -7.78 -0.16
H -2.71 -5.52 -0.20
```

=====

(3)
C26H27IN8O5STi | wB97M-V/def2-TZVPD

## Properties
LUMO, Ha: -0.23474
Total charge: +2
Relative energy (zero: lowest compared OMol25 entry of this formula, charge and spin), kJ/mol: 48.0
E_tot, eV: -91597.082

```
69
C26H27IN8O5STi (wB97M-V/def2-TZVPD)
Ti -0.73 -0.21 -0.47
C -1.26 2.86 -0.23
N -0.77 1.72 0.63
C 0.64 1.99 1.00
C 1.46 2.00 -0.26
C 2.64 2.70 -0.35
C 3.31 2.72 -1.56
C 2.74 2.07 -2.64
C 1.55 1.39 -2.47
N 0.91 1.33 -1.29
C -1.61 1.65 1.85
C -1.39 0.37 2.58
C -1.53 0.27 3.95
C -1.50 -0.98 4.54
C -1.35 -2.10 3.73
C -1.16 -1.92 2.38
N -1.16 -0.70 1.81
C -2.07 2.41 -1.40
C -2.95 3.28 -2.00
C -3.71 2.85 -3.08
C -3.58 1.54 -3.49
C -2.68 0.72 -2.85
N -1.90 1.14 -1.83
H -0.40 3.42 -0.59
H -1.84 3.54 0.39
H 0.98 1.22 1.70
H 0.71 2.96 1.51
H 3.02 3.24 0.51
H 4.24 3.25 -1.67
H 3.21 2.08 -3.62
H 1.09 0.89 -3.30
H -2.66 1.68 1.53
H -1.43 2.52 2.48
H -1.69 1.16 4.54
H -1.62 -1.09 5.61
H -1.35 -3.10 4.14
H -1.01 -2.76 1.72
H -3.05 4.29 -1.62
H -4.41 3.52 -3.56
H -4.17 1.14 -4.31
H -2.55 -0.31 -3.15
N 0.39 -3.78 -1.83
N -0.02 -3.84 -3.15
C -0.24 -2.72 -3.83
N -0.54 -2.86 -5.13
S -0.16 -1.12 -3.22
H 1.29 -4.22 -1.72
H -0.30 -4.18 -1.21
H -0.12 -4.73 -3.61
H -0.50 -3.76 -5.59
H -0.71 -2.04 -5.68
I 5.47 0.05 5.27
C 4.14 -0.57 3.82
C 4.04 0.13 2.62
C 3.13 -0.28 1.66
C 2.33 -1.40 1.88
C 2.46 -2.12 3.07
C 3.35 -1.70 4.04
C 1.37 -1.87 0.88
O 0.98 -2.99 0.80
O 0.86 -0.86 0.05
H 4.69 0.98 2.44
H 3.07 0.25 0.72
H 1.86 -3.01 3.22
H 3.44 -2.25 4.96
O -3.81 -2.21 -0.34
N -2.89 -1.50 -0.33
O -2.86 -0.28 0.01
O -1.67 -1.89 -0.70
```

=====

(4)
C26H27MoN3O3SSe3 | wB97M-V/def2-TZVPD

## Properties
LUMO (spin up / spin down), Ha: -0.06502 / -0.05641
Multiplicity: 3
Relative energy (zero: lowest compared OMol25 entry of this formula, charge and spin), kJ/mol: 0.0
E_tot, eV: -246742.418

```
64
C26H27MoN3O3SSe3 (wB97M-V/def2-TZVPD)
Mo 0.36 0.34 0.06
Se 0.67 -0.90 3.56
Se 2.57 0.27 1.74
C 3.08 -0.58 0.12
C 4.21 -1.35 -0.10
C 4.46 -1.80 -1.38
C 3.58 -1.48 -2.41
C 2.45 -0.76 -2.12
N 2.22 -0.31 -0.88
C -0.96 -0.23 2.90
C -2.05 -0.30 3.80
C -3.26 0.23 3.47
C -3.42 0.86 2.23
C -2.34 0.89 1.39
N -1.13 0.34 1.69
H 4.86 -1.58 0.72
H 5.34 -2.40 -1.58
H 3.75 -1.82 -3.43
H 1.70 -0.52 -2.86
H -1.89 -0.76 4.76
H -4.09 0.17 4.17
H -4.35 1.31 1.92
H -2.40 1.38 0.43
C 2.69 4.91 -3.01
N 3.01 3.75 -2.21
C 4.20 3.88 -1.39
C 1.93 2.97 -1.63
C 1.35 3.38 -0.29
C 1.45 4.72 0.10
C 0.96 5.17 1.31
C 0.38 4.27 2.18
C 0.26 2.94 1.80
C 0.72 2.46 0.57
H 3.53 5.13 -3.68
H 2.49 5.83 -2.44
H 1.82 4.70 -3.63
H 5.05 4.14 -2.03
H 4.42 2.92 -0.91
H 4.13 4.64 -0.60
H 2.29 1.95 -1.54
H 1.13 2.94 -2.38
H 1.92 5.41 -0.58
H 1.06 6.22 1.58
H 0.02 4.58 3.15
H -0.17 2.27 2.53
C -6.10 -2.03 0.34
C -4.62 -2.27 0.17
C -3.81 -2.53 1.27
C -2.44 -2.72 1.12
C -1.88 -2.64 -0.15
C -2.67 -2.41 -1.26
C -4.04 -2.22 -1.09
S -0.13 -2.86 -0.28
O 0.24 -2.64 -1.66
O 0.21 -4.11 0.33
O 0.39 -1.72 0.60
H -6.44 -2.37 1.31
H -6.68 -2.54 -0.43
H -6.32 -0.96 0.27
H -4.25 -2.59 2.26
H -1.81 -2.92 1.98
H -2.22 -2.36 -2.24
H -4.66 -2.04 -1.96
Se -0.75 0.84 -1.80
```